C13H19ClHgOSi | wB97M-V/def2-TZVPD

The geometry in XYZ format:
```
36
Properties=species:S:1:pos:R:3:forces:R:3
C -2.337 -0.946 -0.114 -0.063 0.299 -0.456
C -1.740 -1.126 -1.410 -0.701 0.781 -0.200
C -1.547 0.168 -1.979 -0.668 -0.123 -0.011
H -1.577 -2.087 -1.907 0.171 0.424 0.332
C -1.968 1.160 -1.044 -0.873 -0.828 -0.349
C -2.485 0.474 0.107 -0.161 0.035 -0.679
H -2.940 0.934 0.988 0.320 -0.178 -0.287
H -2.640 -1.749 0.566 0.236 0.430 -0.260
H -1.201 0.362 -3.002 0.088 -0.071 0.615
H -2.038 2.234 -1.238 0.264 -0.408 0.223
Hg -0.142 -0.191 0.557 1.051 -0.826 0.457
Cl 0.194 -2.700 1.539 -0.005 -0.483 0.274
C 2.438 0.126 0.252 -0.322 0.152 -1.086
C 2.082 1.379 -0.374 0.055 -0.946 -0.511
C 1.624 1.097 -1.693 0.875 -0.893 0.200
H 2.202 2.360 0.071 -0.192 -0.107 0.038
C 1.720 -0.323 -1.908 0.766 0.810 0.614
C 2.232 -0.925 -0.717 -0.213 0.999 -0.401
H 2.451 -1.981 -0.560 -0.254 0.343 0.017
H 2.886 -0.004 1.232 -0.226 0.050 -0.087
H 1.316 1.829 -2.441 -0.084 -0.189 0.298
H 1.489 -0.842 -2.837 -0.130 0.080 0.276
C 1.513 -0.875 4.399 1.145 -0.933 0.569
Si -0.002 0.004 3.848 0.059 2.088 -0.082
C -1.513 -0.885 4.402 -1.160 -0.923 0.525
C 0.001 1.771 4.514 -0.009 0.604 1.388
O -0.024 0.733 2.449 0.007 -0.661 -1.975
H 1.624 -0.929 5.481 -0.332 0.171 0.427
H 2.451 -0.422 4.085 -0.054 0.393 -0.369
H 1.596 -1.912 4.083 -0.306 -0.144 -0.354
H -1.626 -0.944 5.485 0.321 0.146 0.378
H -2.450 -0.431 4.084 0.065 0.381 -0.332
H -1.593 -1.921 4.078 0.316 -0.140 -0.316
H 0.848 2.317 4.091 0.263 -0.337 0.084
H -0.846 2.321 4.095 -0.259 -0.332 0.096
H 0.003 1.926 5.580 0.011 0.336 0.943
```
Forces are in eV/Å.

Computed properties:
Orbital gap ... 6.3 eV
Net charge ... -2
ΔE to the lowest compared entry with this formula, charge and spin ... 0.353 eV
E_HOMO ... -0.021 Eh
DFT total energy ... -1485.07944 Eh

C17H20F6N2OV | wB97M-V/def2-TZVPD

The geometry in XYZ format:
```
47
Properties=species:S:1:pos:R:3:forces:R:3
C -3.254 -0.125 0.769 -1.103 -0.031 0.400
C -3.578 1.242 0.155 -0.617 0.066 0.141
H -2.570 -0.714 0.138 -0.033 -0.157 0.300
H -4.178 -0.715 0.853 0.266 -0.087 -0.391
H -2.921 -0.010 1.800 0.101 -0.319 -0.692
H -3.205 1.353 -0.871 -0.144 0.127 0.450
H -4.672 1.327 0.120 0.265 0.263 -0.123
H -3.226 2.054 0.804 0.111 -0.074 -0.314
C 0.098 -2.649 -0.185 1.151 0.072 -0.422
C 0.867 -3.739 -0.578 -1.006 0.212 0.503
C 2.083 -3.534 -1.244 0.410 0.616 -0.254
C 2.534 -2.235 -1.455 -0.469 -0.485 -0.040
H -0.810 -2.733 0.413 0.140 -0.119 -0.341
H 0.494 -4.742 -0.352 0.247 0.354 -0.117
H 2.664 -4.379 -1.598 -0.025 0.103 0.146
H 3.473 -1.999 -1.950 -0.154 -0.394 0.159
N 0.497 -1.374 -0.468 0.505 -0.536 0.038
C 1.721 -1.165 -1.071 -0.497 -0.150 0.304
C 2.070 0.222 -1.262 -0.252 0.169 -0.023
N 1.170 1.109 -0.707 0.263 0.034 -0.123
C 1.421 2.443 -0.830 1.015 -0.412 -0.772
C 3.314 2.014 -2.288 0.083 -1.012 -0.058
C 2.455 2.911 -1.643 -0.961 0.434 0.770
H 0.774 3.093 -0.248 0.022 0.060 -0.301
H 2.576 3.987 -1.776 -0.028 -0.332 0.090
C 3.163 0.652 -2.033 -0.162 0.604 -0.279
H 3.814 -0.098 -2.495 -0.232 0.481 0.167
H 4.059 2.366 -3.005 -0.139 -0.096 0.411
V -0.591 0.261 -0.113 1.126 -0.252 -1.129
C -1.450 0.335 -2.043 0.359 0.162 0.312
H -0.737 -0.166 -2.720 -0.279 0.174 0.063
H -1.495 1.405 -2.288 -0.227 -0.169 -0.359
H -2.429 -0.138 -2.100 -0.048 0.051 -0.350
C 0.897 0.767 3.480 0.510 0.220 -0.169
C -0.457 0.237 3.061 -1.063 -0.505 -0.624
O -0.782 0.380 1.698 0.669 0.381 3.781
C -0.539 -1.283 3.453 0.207 -0.437 -0.440
F -0.403 -1.502 4.785 -0.097 0.182 -0.797
F -1.696 -1.867 3.059 0.658 0.314 0.232
F 0.465 -1.970 2.828 -0.601 0.471 0.456
C -1.528 0.990 3.927 -0.338 0.462 0.043
F -1.179 1.087 5.245 -0.259 0.000 -1.086
F -1.668 2.256 3.444 0.038 -0.848 0.497
F -2.754 0.406 3.897 0.751 0.479 0.096
H 1.688 0.297 2.887 -0.186 -0.037 0.131
H 1.061 0.585 4.551 0.073 0.076 -0.390
H 0.936 1.841 3.280 -0.050 -0.116 0.104
```
Forces are in eV/Å.

Computed properties:
Orbital gap (spin up / spin down) ... 5.8 / 7.9 eV
ΔE to the lowest compared entry with this formula, charge and spin ... 0.000 eV
E_HOMO (spin up / spin down) ... -0.216 / -0.308 Eh
2S+1 ... 4
DFT total energy ... -2387.74836 Eh

C29H69N4O11 | wB97M-V/def2-TZVPD

The geometry in XYZ format:
```
113
Properties=species:S:1:pos:R:3:forces:R:3
O 3.256 -0.379 2.397 -0.356 0.257 1.212
C 2.392 -0.747 1.569 1.667 0.195 -0.089
O 2.717 -1.000 0.382 -1.625 -0.279 -0.443
C 0.942 -0.901 2.110 0.024 0.507 -0.625
C -0.155 -0.216 1.225 -0.356 -1.281 0.300
C -1.469 -1.091 1.320 -0.094 1.254 -0.132
C -2.752 -0.254 1.615 0.396 -1.359 0.246
O -3.807 -1.197 1.931 -0.367 0.560 -0.501
H 0.902 -0.433 3.112 0.124 -0.358 -0.391
H 0.740 -1.988 2.240 0.073 0.626 -0.263
H 0.129 -0.161 0.156 0.231 -0.042 0.615
H -0.314 0.823 1.578 -0.065 -0.514 -0.107
H -1.408 -1.842 2.134 0.066 0.474 -0.451
H -1.573 -1.639 0.360 -0.159 0.178 0.515
H -2.592 0.307 2.561 -0.085 -0.052 -0.740
H -3.042 0.408 0.778 0.234 -0.152 0.544
H -4.149 -1.553 1.094 0.351 -0.081 0.398
C -3.883 -7.908 -1.966 0.117 0.147 -0.089
O -4.125 -6.909 -2.939 -0.147 -0.269 0.155
C -5.491 -6.810 -3.332 0.043 0.340 -0.298
C -6.097 -5.503 -2.848 0.166 -0.186 0.255
N -6.260 -5.499 -1.398 -0.022 0.110 -0.174
C -6.596 -4.189 -0.842 0.122 -0.193 0.191
C -5.564 -3.068 -0.988 -0.217 0.167 0.169
O -4.373 -3.278 -0.246 -0.180 0.078 -0.369
C -3.392 -4.068 -0.900 0.204 0.044 0.363
H -2.805 -8.007 -1.849 -0.019 0.066 -0.050
H -4.310 -7.630 -0.998 -0.063 -0.153 0.050
H -4.288 -8.874 -2.284 -0.034 0.000 0.070
H -6.075 -7.671 -2.991 0.057 0.040 0.152
H -5.505 -6.816 -4.427 -0.026 -0.002 0.008
H -7.076 -5.367 -3.319 0.008 0.027 0.025
H -5.439 -4.692 -3.183 -0.043 -0.015 -0.201
H -5.398 -5.813 -0.970 -0.042 -0.004 -0.027
H -6.771 -4.340 0.227 -0.005 0.103 -0.017
H -7.547 -3.857 -1.272 0.050 0.015 -0.072
H -6.015 -2.161 -0.574 -0.003 -0.012 0.034
H -5.335 -2.837 -2.035 0.091 -0.149 -0.018
H -3.415 -3.946 -1.985 -0.093 -0.044 0.001
H -3.512 -5.120 -0.633 0.029 -0.094 -0.192
H -2.413 -3.756 -0.536 -0.049 0.085 0.018
C -1.644 4.629 -4.751 0.119 -0.191 0.040
O -0.464 4.322 -4.034 -0.472 0.496 -0.201
C 0.051 5.422 -3.286 0.421 -0.156 0.257
C -0.090 5.165 -1.795 -0.235 -0.121 -0.183
N -1.489 5.213 -1.383 0.110 0.051 0.031
C -1.723 4.723 -0.025 -0.259 -0.068 -0.154
C -1.416 3.252 0.265 -0.009 0.088 0.315
O -2.269 2.339 -0.407 0.213 0.168 -0.153
C -1.868 2.009 -1.726 -0.232 -0.104 0.090
H -1.869 3.785 -5.403 0.068 -0.020 0.043
H -2.492 4.775 -4.074 -0.077 0.143 -0.076
H -1.509 5.521 -5.371 -0.070 0.024 0.032
H -0.418 6.366 -3.577 -0.155 -0.091 0.019
H 1.116 5.498 -3.525 -0.005 -0.011 0.005
H 0.475 5.924 -1.245 -0.019 -0.026 0.021
H 0.358 4.185 -1.587 0.224 0.074 -0.029
H -2.037 4.650 -2.021 0.041 0.012 0.034
H -2.784 4.889 0.186 0.034 -0.042 0.083
H -1.163 5.349 0.678 0.076 -0.046 -0.039
H -1.592 3.092 1.332 -0.036 -0.034 -0.009
H -0.364 2.997 0.094 -0.029 0.001 -0.155
H -0.782 2.025 -1.848 0.000 0.060 0.005
H -2.341 2.681 -2.448 0.154 0.025 -0.152
H -2.225 1.001 -1.943 0.024 -0.033 0.093
C 3.695 2.053 -7.433 -0.203 -0.078 0.078
O 3.026 0.884 -7.003 0.290 0.136 -0.181
C 3.904 -0.200 -6.704 -0.287 -0.361 0.198
C 3.912 -0.495 -5.213 0.047 0.407 -0.078
N 4.576 0.566 -4.466 0.024 -0.160 -0.086
C 4.395 0.471 -3.011 -0.025 0.266 -0.102
C 2.979 0.616 -2.458 0.296 -0.029 0.560
O 2.423 1.919 -2.629 -0.181 -0.236 -0.266
C 1.806 2.147 -3.884 0.178 0.326 0.376
H 2.942 2.762 -7.779 -0.037 -0.061 0.032
H 4.250 2.516 -6.612 0.147 0.045 -0.084
H 4.375 1.836 -8.263 0.058 0.045 0.039
H 4.916 -0.017 -7.079 -0.013 0.158 0.079
H 3.511 -1.076 -7.230 0.015 0.002 -0.002
H 4.438 -1.439 -5.038 -0.024 0.011 0.033
H 2.869 -0.619 -4.896 -0.029 -0.193 -0.080
H 4.213 1.460 -4.772 -0.033 -0.064 0.024
H 5.005 1.265 -2.570 -0.030 -0.056 0.063
H 4.817 -0.477 -2.664 -0.093 -0.017 -0.008
H 3.038 0.453 -1.378 -0.059 -0.105 -0.033
H 2.296 -0.153 -2.837 -0.036 0.094 -0.123
H 1.359 1.241 -4.302 0.111 -0.044 -0.043
H 2.528 2.575 -4.587 -0.079 -0.132 -0.265
H 1.020 2.887 -3.744 0.064 -0.171 -0.001
C 3.781 2.061 9.992 -0.176 -0.157 -0.029
O 2.568 1.804 9.313 0.258 0.244 0.113
C 2.346 2.662 8.194 -0.425 -0.172 -0.247
C 2.434 1.887 6.889 0.346 -0.060 0.241
N 3.803 1.473 6.608 -0.123 0.034 0.049
C 3.917 0.509 5.505 0.097 0.011 0.106
C 3.262 -0.859 5.696 0.230 -0.006 -0.496
O 3.876 -1.658 6.710 -0.322 0.081 0.194
C 3.418 -1.413 8.023 0.338 -0.213 -0.159
H 3.785 1.467 10.907 -0.063 -0.017 -0.037
H 4.644 1.766 9.388 0.107 0.140 0.030
H 3.864 3.118 10.264 0.080 -0.001 -0.028
H 3.032 3.515 8.196 0.131 -0.122 0.025
H 1.331 3.057 8.297 0.010 0.009 0.004
H 2.076 2.521 6.072 0.002 -0.050 -0.016
H 1.761 1.024 6.974 -0.195 0.113 -0.024
H 4.195 1.052 7.441 -0.062 0.020 -0.020
H 4.986 0.347 5.341 -0.056 -0.049 -0.075
H 3.529 0.966 4.591 -0.052 -0.176 -0.026
H 3.392 -1.410 4.763 0.028 0.131 -0.044
H 2.179 -0.792 5.855 0.029 0.031 0.201
H 2.368 -1.107 8.048 0.024 0.103 -0.004
H 4.042 -0.660 8.513 -0.176 0.126 0.165
H 3.521 -2.337 8.595 -0.020 -0.039 -0.044
```
Forces are in eV/Å.

Computed properties:
Orbital gap ... 6.4 eV
Net charge ... -1
E_HOMO ... -0.153 Eh
DFT total energy ... -2192.85488 Eh

C15H23N5O4 | wB97M-V/def2-TZVPD

The geometry in XYZ format:
```
47
Properties=species:S:1:pos:R:3:forces:R:3
C -0.853 -0.489 1.112 0.827 1.551 2.267
C 0.051 0.692 0.837 -0.494 -0.725 -3.369
C -1.038 -1.506 0.044 1.234 -2.014 1.344
C -1.609 -2.876 0.526 -1.547 1.358 1.375
C -2.907 -2.927 1.475 0.386 1.610 0.303
C -2.853 -4.973 2.886 -1.040 -1.295 -1.495
C 0.219 2.754 -0.517 -0.149 0.276 0.354
C -0.378 3.226 -1.844 2.731 1.830 2.660
C 1.638 3.421 -0.281 -2.072 -0.066 -1.109
C 2.699 2.935 -1.226 -0.994 0.466 -1.036
C 2.634 3.564 -2.517 1.414 -2.248 3.190
C 3.583 1.924 -0.916 0.115 1.386 0.516
C 3.605 3.240 -3.420 -0.265 -0.652 0.011
C 4.678 1.777 -1.743 -1.606 0.005 -1.809
C 4.596 2.364 -3.083 -0.532 -0.401 5.162
H -2.921 -0.054 0.965 1.758 0.185 1.283
H -2.137 0.914 2.047 0.506 1.381 0.621
H -0.226 -0.697 2.025 -0.902 -1.731 -0.737
H -0.030 -1.743 -0.344 -0.434 0.164 -0.143
H -1.634 -1.141 -0.757 -0.636 0.519 -0.755
H -0.968 -3.480 1.106 1.637 -0.263 0.472
H -1.788 -3.434 -0.362 -0.582 -0.674 -0.757
H -2.829 -2.354 2.479 0.217 -0.675 -2.031
H -3.751 -2.539 0.893 -0.019 0.359 0.323
H -3.240 -4.822 0.907 0.181 -0.434 0.783
H -2.084 -6.569 3.603 -0.867 -0.099 0.030
H -3.773 -3.778 4.279 -1.949 1.735 -0.696
H -2.962 -4.960 4.778 0.645 -0.011 0.273
H -0.444 0.753 -1.104 -0.232 0.439 -0.197
H -0.587 3.223 0.172 1.492 -0.662 -0.446
H 1.806 3.307 0.792 0.488 0.557 -0.281
H 1.467 4.442 -0.740 -0.025 -0.569 1.924
H 1.720 4.059 -2.537 -0.609 1.583 -1.538
H 3.403 1.450 0.053 0.609 -0.188 -0.314
H 3.570 3.354 -4.455 -0.330 1.107 -1.647
H 5.351 1.005 -1.441 0.947 -0.245 -0.424
H 5.638 1.115 -3.753 0.990 -1.402 -0.217
H -1.674 2.626 -2.978 -0.077 0.030 0.057
N -2.103 0.018 1.655 -2.965 -1.827 -2.242
N -3.214 -4.290 1.776 -0.713 0.017 -1.931
N -2.588 -6.222 2.782 1.480 -0.118 -0.033
N -2.984 -4.278 4.033 2.275 -0.917 2.743
N 0.092 1.252 -0.419 0.273 1.265 0.678
O 0.756 1.050 1.714 1.635 1.837 2.479
O -0.209 4.275 -2.397 -0.075 0.602 -0.382
O 5.507 2.022 -3.952 1.419 0.126 -2.277
O -1.227 2.367 -2.153 -4.144 -3.174 -2.981
```
Forces are in eV/Å.

Computed properties:
SMILES string ... [H]/N=C(\N)NCCC[C@H](N)C(=O)N[C@@H](Cc1ccc(O)cc1)C(=O)O
Orbital gap ... 8.2 eV
ΔE to the lowest compared entry with this formula, charge and spin ... 4.605 eV
E_HOMO ... -0.297 Eh
DFT total energy ... -1160.03107 Eh

C4H9Cl | wB97M-V/def2-TZVPD

The geometry in XYZ format:
```
14
Properties=species:S:1:pos:R:3:forces:R:3
C -1.013 -0.999 -1.059 3.121 0.875 0.363
C -0.943 -0.306 0.436 2.821 -3.810 -0.329
C -1.490 1.042 0.144 -3.305 2.265 0.790
C 0.595 -0.498 1.066 -2.942 5.301 1.128
H -0.590 -0.169 -1.742 -0.473 -1.633 0.772
H -0.342 -2.018 -1.262 -2.371 2.571 0.709
H -2.076 -0.900 -1.199 -0.383 -1.485 -0.743
H -1.564 -0.999 1.018 -0.264 0.758 0.287
H -2.500 0.565 -0.421 2.350 2.703 1.054
H -2.007 1.779 1.117 1.936 -2.427 -2.802
H -0.756 1.720 -0.514 -2.056 -1.642 1.366
H 0.684 0.493 1.892 -0.317 -3.737 -1.581
H 0.878 -1.503 1.450 0.063 0.920 -0.700
Cl 1.493 0.329 -0.227 1.820 -0.658 -0.313
```
Forces are in eV/Å.

Computed properties:
SMILES string ... CC(C)CCl
Orbital gap ... 11.0 eV
ΔE to the lowest compared entry with this formula, charge and spin ... 3.885 eV
E_HOMO ... -0.369 Eh
DFT total energy ... -617.86130 Eh